The following is a DFT calculation (wB97M-V/def2-TZVPD) of a 2-piece molecular cluster, C51H65N4O2 overall.

Summary:
Orbital gap ... 4.28 eV
E_tot ... -2351.42896 a.u.
LUMO level ... -4.49 eV

Geometry as ORCA input:
```
! wB97M-V def2-TZVPD RIJCOSX def2/J DEFGRID3
* xyz 1 1
C -0.9522 0.5835 -4.4465
C -1.6299 1.7421 -3.7280
C -0.6149 2.8632 -3.5064
C -2.7260 2.2682 -4.6672
C -2.2573 1.3938 -2.3514
C -2.9627 2.4224 -1.7139
C -3.7766 2.1463 -0.6222
C -4.0186 0.8175 -0.2665
C -3.2621 -0.2320 -0.7984
C -3.6615 -1.7004 -0.4668
C -2.5549 -2.4531 0.2709
C -4.1108 -2.4054 -1.7507
C -4.8584 -1.7726 0.4846
C -2.1977 0.1413 -1.6880
N -0.9752 -0.6175 -1.7449
C 0.2409 -0.1882 -1.2346
C 0.4544 1.0467 -0.6448
C 1.7668 1.6668 -0.7337
C 2.5295 1.6730 -1.9474
C 3.8934 1.8947 -1.9253
C 4.4967 2.1383 -0.6689
N 5.7952 1.6050 -0.4396
O 6.2401 1.6248 0.7326
O 6.4043 1.0748 -1.3959
C 3.7317 2.4877 0.4578
C 2.3761 2.2570 0.4069
N 1.1297 -1.2485 -1.3475
C 2.4922 -1.3372 -0.8651
C 2.8031 -1.2036 0.5214
C 1.8803 -1.6399 1.7021
C 2.5095 -1.2735 3.0505
C 1.6443 -3.1538 1.6351
C 0.5509 -0.9349 1.6720
C 4.1297 -0.8812 0.8543
C 5.1646 -1.3408 0.0466
C 4.8181 -1.9224 -1.1641
C 3.5553 -1.6802 -1.7404
C 3.5829 -1.8503 -3.2926
C 4.8940 -1.2431 -3.8430
C 2.4819 -1.1533 -4.0665
C 3.5770 -3.3495 -3.6084
C 0.4662 -2.2837 -2.0060
C -0.7790 -1.8744 -2.3044
H -1.6416 -0.2520 -4.6152
H -0.6079 0.9334 -5.4318
H -0.0671 0.2327 -3.9089
H -1.1101 3.7852 -3.1783
H 0.1068 2.5728 -2.7324
H -0.0674 3.0770 -4.4357
H -3.2161 3.1604 -4.2646
H -2.2958 2.5321 -5.6429
H -3.4887 1.4982 -4.8305
H -2.9109 3.4483 -2.0962
H -4.3000 2.9537 -0.1035
H -4.8399 0.6184 0.4283
H -2.2248 -1.8731 1.1451
H -2.9369 -3.4203 0.6384
H -1.6914 -2.6744 -0.3586
H -5.0004 -1.8969 -2.1470
H -3.3542 -2.3893 -2.5361
H -4.3751 -3.4514 -1.5457
H -5.7464 -1.2859 0.0665
H -5.1178 -2.8261 0.6624
H -4.6233 -1.3290 1.4599
H -0.4100 1.5921 -0.2887
H 2.0159 1.5174 -2.8980
H 4.5276 1.8440 -2.8079
H 4.2315 2.8277 1.3588
H 1.7554 2.5067 1.2631
H 2.6788 -0.1903 3.1178
H 1.8332 -1.5481 3.8703
H 3.4560 -1.7990 3.2141
H 1.1453 -3.4436 0.7020
H 2.6008 -3.6876 1.6923
H 1.0138 -3.4749 2.4748
H -0.0495 -1.1884 0.7995
H -0.0504 -1.1894 2.5548
H 0.6919 0.1489 1.6679
H 4.3894 -0.3880 1.7942
H 6.2015 -1.3149 0.3903
H 5.5885 -2.4708 -1.7091
H 5.7742 -1.8452 -3.5925
H 4.8520 -1.1801 -4.9394
H 5.0500 -0.2283 -3.4540
H 1.5169 -1.6523 -3.9732
H 2.4080 -0.1068 -3.7567
H 2.7402 -1.1658 -5.1369
H 2.6589 -3.8240 -3.2411
H 3.6329 -3.5084 -4.6945
H 4.4308 -3.8539 -3.1402
H 0.9626 -3.2132 -2.2348
H -1.5352 -2.3908 -2.8737
C -3.6606 -1.1476 6.4385
C -5.0164 -1.3281 5.7334
C -4.9192 -0.5923 4.3897
N -3.5017 -0.2720 4.2244
C -3.0234 0.3188 3.1267
C -1.6830 0.6902 2.9746
C -1.2214 1.5657 1.9770
C -0.2799 2.5984 2.3343
C -0.3209 3.8463 1.6543
C 0.5639 4.8661 1.9909
C 1.5297 4.6607 2.9885
C 1.5832 3.4380 3.6802
C 0.6770 2.4185 3.3801
C -2.6992 -0.5073 5.4174
H -3.7584 -0.4931 7.3089
H -3.2658 -2.1120 6.7696
H -5.2017 -2.3898 5.5432
H -5.8512 -0.9323 6.3200
H -5.2774 -1.2057 3.5466
H -5.5246 0.3319 4.4046
H -3.7500 0.6210 2.3587
H -0.9791 0.3429 3.7405
H -1.8197 1.6934 1.0721
H -1.0793 3.9789 0.8729
H 0.4916 5.8274 1.4758
H 2.2186 5.4641 3.2502
H 2.3231 3.2810 4.4713
H 0.6948 1.4833 3.9473
H -2.2763 0.4311 5.8208
H -1.8454 -1.1716 5.1993
*
```

Löwdin population analysis, charges in e, atoms 1 to 8: C -0.0393; C -0.5306; C -0.0364; C -0.0413; C -0.0835; C -0.0366; C -0.0762; C -0.0713

The following is a DFT calculation (wB97M-V/def2-TZVPD) of a 2-piece molecular cluster, C2H9N2S overall.

Summary:
Orbital gap ... 6.77 eV
E_tot ... -589.27931 a.u.
LUMO level ... 4.18 eV

Geometry as ORCA input:
```
! wB97M-V def2-TZVPD RIJCOSX def2/J DEFGRID3
* xyz -1 1
C 2.4604 0.1384 -1.4498
S 1.0524 -1.1193 -1.7692
H 2.5242 0.7278 -2.4056
H 2.4051 0.7815 -0.6038
H 3.3101 -0.5181 -1.2784
N -2.2097 0.4264 0.0553
C -1.3275 0.5159 1.2673
N -0.4170 -0.5492 1.4607
H -1.6284 0.3687 -0.8810
H -2.5836 -0.4544 0.1433
H -0.9212 1.6293 1.2393
H -2.1517 0.2560 1.9666
H -0.7866 -1.4494 1.6382
H 0.2735 -0.7535 0.6171
*
```

natural (NBO) population analysis, charges in e, atoms 1 to 8: C -0.7223; S -0.7626; H 0.1826; H 0.1691; H 0.1837; N -0.8778; C -0.0502; N -0.9124

The following is a DFT calculation (wB97M-V/def2-TZVPD) of a 13-piece molecular cluster, CH24F3O15S overall.

Summary:
Orbital gap ... 9.78 eV
E_tot ... -1879.01358 a.u.
LUMO level ... 2.17 eV

Geometry as ORCA input:
```
! wB97M-V def2-TZVPD RIJCOSX def2/J DEFGRID3
* xyz -1 1
C 0.8694 0.9529 0.8498
F 2.0848 0.4834 1.0915
F 0.2137 1.2201 1.9775
F 0.9540 2.0503 0.1229
S -0.0570 -0.3482 -0.2101
O -1.4133 0.1829 -0.4082
O 0.7536 -0.3890 -1.4132
O -0.0148 -1.6383 0.4993
O 2.0881 2.2645 -2.2281
H 1.3225 1.6726 -2.1906
H 2.6771 1.8503 -2.8658
O -1.0980 1.3511 -3.5038
H -1.0044 0.7469 -4.2475
H -1.0567 0.7760 -2.7290
O -0.1487 -4.9375 -0.6316
H 0.5707 -4.8208 -0.0009
H -0.8592 -4.3375 -0.3084
O 2.5800 -3.1165 1.2452
H 1.9894 -2.3543 1.1394
H 3.1987 -2.8539 1.9331
O 0.7928 3.5988 3.7905
H 1.5113 4.1065 3.3993
H 0.9763 2.6850 3.5427
O -3.3483 -1.1484 1.5943
H -2.9883 -0.2958 1.2986
H -3.9829 -0.9258 2.2859
O -2.1541 -3.3170 0.3354
H -2.9216 -3.2487 0.9054
H -1.7405 -2.4304 0.3802
O -1.1104 -0.5655 3.6615
H -1.6072 0.1752 3.3027
H -1.6743 -1.3319 3.5084
O 4.4882 1.1747 -0.8589
H 3.7437 1.6345 -0.4544
H 5.2335 1.7761 -0.7616
O -4.3965 0.7815 -0.8582
H -4.9799 0.4940 -0.1493
H -3.6387 0.1791 -0.8130
O 0.5941 4.9942 -0.4338
H 1.1874 4.3270 -0.8058
H -0.2882 4.6862 -0.6669
O 0.7829 -1.8160 -3.7541
H 0.5477 -2.7336 -3.5771
H 1.3229 -1.5551 -2.9931
*
```

natural (NBO) population analysis, charges in e, atoms 1 to 8: C 0.7345; F -0.3185; F -0.3266; F -0.3166; S 2.3043; O -1.0290; O -1.0161; O -1.0030

The following is a DFT calculation (wB97M-V/def2-TZVPD) of one molecule with the formula C23H24ClN3O4.

Summary:
Orbital gap ... 8.44 eV
E_tot ... -1816.32612 a.u.
LUMO level ... 0.11 eV
Structure (SMILES) ... CCOC(=O)N1CCN(C(=O)/C(=C/c2ccc(Cl)cc2)NC(=O)c2ccccc2)CC1

Geometry as ORCA input:
```
! wB97M-V def2-TZVPD RIJCOSX def2/J DEFGRID3
* xyz 0 1
C -3.2915 -2.8927 -0.0523
C -4.2390 -2.1281 -0.9660
O -3.8149 -0.7814 -1.1683
C -4.1370 0.0919 -0.1856
O -4.7197 -0.2146 0.8265
N -3.7824 1.3644 -0.5050
C -2.8762 1.6577 -1.5910
C -1.4294 1.5496 -1.0789
N -1.4058 1.9364 0.3144
C -0.5038 1.4944 1.2088
O -0.3992 1.9288 2.3388
C 0.3278 0.3037 0.7871
C -0.1797 -0.9289 0.9461
C 0.4840 -2.1942 0.6677
C 0.1572 -3.3189 1.4303
C 0.7599 -4.5386 1.2010
C 1.6953 -4.6569 0.1837
Cl 2.4578 -6.1807 -0.1095
C 2.0123 -3.5667 -0.6109
C 1.4090 -2.3473 -0.3683
N 1.6444 0.5643 0.4389
C 2.0911 1.7935 0.0352
O 1.3302 2.7083 -0.2108
C 3.5675 1.9126 -0.0963
C 4.4019 0.8399 -0.4012
C 5.7662 1.0366 -0.5181
C 6.3106 2.2962 -0.3280
C 5.4848 3.3694 -0.0357
C 4.1203 3.1801 0.0714
C -2.3607 2.9539 0.6865
C -3.7795 2.3709 0.5422
H -3.6074 -3.9299 0.0119
H -3.3145 -2.4572 0.9433
H -2.2749 -2.8545 -0.4380
H -4.2592 -2.5661 -1.9664
H -5.2475 -2.1237 -0.5403
H -3.0938 2.6710 -1.9378
H -3.0473 0.9606 -2.4094
H -1.0777 0.5196 -1.1677
H -0.7609 2.2017 -1.6556
H -1.1784 -1.0006 1.3528
H -0.5721 -3.2249 2.2205
H 0.5069 -5.3970 1.8031
H 2.7207 -3.6758 -1.4174
H 1.6237 -1.5180 -1.0263
H 2.3139 -0.1727 0.6150
H 3.9994 -0.1476 -0.5799
H 6.4077 0.2023 -0.7606
H 7.3771 2.4408 -0.4153
H 5.9051 4.3538 0.1053
H 3.4580 4.0033 0.2921
H -2.2258 3.8291 0.0432
H -2.1567 3.2396 1.7189
H -4.1030 1.8804 1.4622
H -4.4945 3.1620 0.2935
*
```

natural (NBO) population analysis, charges in e, atoms 1 to 8: C -0.6388; C -0.0659; O -0.5322; C 0.8951; O -0.6576; N -0.4461; C -0.2298; C -0.2317

The following is a DFT calculation (wB97M-V/def2-TZVPD) of C34H23BClN2O6RuS2 as an isolated structure.

Summary:
Orbital gap (spin up / spin down) ... 4.86 / 5.13 eV
E_tot ... -3246.87824 a.u.
LUMO level (spin up / spin down) ... 4.13 / 4.13 eV
<S²> ... 0.798

Geometry as ORCA input:
```
! wB97M-V def2-TZVPD RIJCOSX def2/J DEFGRID3
* xyz -2 2
Ru 1.7107 -0.0952 -0.2652
S 0.8532 -0.1769 2.0784
C 2.1993 -1.0446 2.8241
C 2.0253 -1.5224 4.1544
N 1.8535 -1.8986 5.2333
C 3.4003 -1.2058 2.1785
S 3.7879 -0.7122 0.5751
C 4.4747 -1.8601 2.8849
N 5.3491 -2.3878 3.4162
O 2.3744 0.4867 -3.1392
C 2.1651 0.6037 -1.9421
C -2.0300 5.3953 0.2151
C -2.4899 4.5842 -0.8166
C -1.7026 3.5539 -1.3000
C -0.4235 3.2864 -0.7790
C 0.0138 4.1050 0.2769
C -0.7744 5.1397 0.7545
C 0.3500 2.1969 -1.3542
C 1.6914 1.8949 -1.2370
C 2.7597 2.8257 -0.7780
C 3.2912 2.8373 0.5119
C 4.2839 3.7413 0.8627
C 4.7748 4.6492 -0.0668
C 4.2624 4.6411 -1.3574
C 3.2670 3.7385 -1.7063
H -2.6420 6.2034 0.5991
H -3.4713 4.7511 -1.2477
H -2.0758 2.9303 -2.1064
H 0.9730 3.9195 0.7363
H -0.4000 5.7450 1.5728
H -0.2223 1.5508 -2.0201
H 2.9255 2.1172 1.2314
H 4.6836 3.7234 1.8708
H 5.5555 5.3494 0.2102
H 4.6403 5.3355 -2.1003
H 2.8654 3.7270 -2.7131
O -0.8788 -0.9915 0.0954
B -0.4560 -1.5130 1.3806
O -1.6272 -1.5141 2.2352
C -2.5507 -0.7694 1.5827
C -3.7960 -0.3779 2.0226
C -4.5910 0.3522 1.1318
C -4.1445 0.6600 -0.1431
C -2.8835 0.2502 -0.5851
C -2.1059 -0.4548 0.3035
H -4.1337 -0.6225 3.0220
H -5.5708 0.6906 1.4490
H -4.7814 1.2309 -0.8081
H -2.5178 0.4768 -1.5780
C -0.0129 -4.9113 -2.4925
C -1.1895 -4.3895 -1.7179
C -2.1763 -3.6418 -2.3522
C -3.2570 -3.1539 -1.6412
Cl -4.4795 -2.2327 -2.4786
C -3.3856 -3.3804 -0.2837
C -2.4086 -4.1208 0.3584
C -1.3247 -4.6220 -0.3488
O -0.4083 -5.3741 0.3601
C 0.9063 -4.8195 0.4807
C 0.8860 -3.3003 0.4207
O 0.1691 -2.7988 1.3970
O 1.4633 -2.6844 -0.4225
H -0.2442 -4.9456 -3.5570
H 0.2516 -5.9172 -2.1613
H 0.8556 -4.2635 -2.3569
H -2.0927 -3.4331 -3.4112
H -4.2179 -2.9597 0.2648
H -2.4498 -4.2898 1.4264
H 1.5697 -5.1798 -0.3044
H 1.2838 -5.1281 1.4544
*
```

natural (NBO) population analysis, charges in e, atoms 1 to 8: Ru 0.1603; S 0.0082; C -0.3830; C 0.2937; N -0.4054; C -0.2655; S -0.0581; C 0.2966

The following is a DFT calculation (wB97M-V/def2-TZVPD) of a 2-piece molecular cluster, C12H18ClN2 overall.

Summary:
Orbital gap (spin up / spin down) ... 7.90 / 7.76 eV
E_tot ... -1037.30983 a.u.
LUMO level (spin up / spin down) ... -3.41 / -3.29 eV

Geometry as ORCA input:
```
! wB97M-V def2-TZVPD RIJCOSX def2/J DEFGRID3
* xyz 1 1
C -4.6876 -0.5116 0.5475
C -3.9055 -1.3843 -0.1677
C -4.2136 0.7554 0.8130
C -2.6727 -0.9657 -0.6610
C -2.8538 1.0268 0.6440
C -2.2037 0.2003 -0.2087
C 0.7635 -0.6398 0.9212
C 2.0170 -0.6403 -1.0556
C 1.9173 -0.1696 1.7489
C 3.2802 -0.2164 -0.2796
C 0.7325 1.6086 -2.1199
C 0.4153 1.1878 -0.6567
N 0.8654 -0.0446 -0.3752
N 3.1197 -0.7470 1.1001
Cl 0.9015 2.5167 0.4955
H -5.6882 -0.7265 0.7445
H -4.2290 -2.3620 -0.3368
H -4.9303 1.3952 1.2345
H -2.1149 -1.6396 -1.3959
H -2.3011 1.8169 1.0594
H 0.8691 -1.7422 0.8834
H -0.1749 -0.2327 1.3947
H 2.1317 -0.2468 -2.1540
H 2.0001 -1.7343 -0.8777
H 2.0736 0.9565 1.5396
H 1.8488 -0.6156 2.7555
H 4.1631 -0.6594 -0.8302
H 3.4050 0.8909 -0.2154
H 0.0693 2.3323 -2.2888
H 1.7722 2.0442 -2.1712
H 0.5635 0.8259 -2.8161
H 4.0295 -0.5454 1.6841
H 3.0369 -1.7341 1.0444
*
```

natural (NBO) population analysis, charges in e, atoms 1 to 8: C -0.2179; C -0.1787; C -0.1719; C -0.3505; C -0.3333; C 0.1566; C -0.2428; C -0.2333

> Among the records above, which one has the lowest E_tot?

C34H23BClN2O6RuS2